Entry 1:
Here is a molecular structure, C15H40BiN5OSi from OMol25. Energies are from ωB97M-V/def2-TZVPD.

Computed properties:
F_max, eV/A: 2.676
Charge: +2
Energy, Eh: -1448.13850
HOMO-LUMO gap, eV: 7.25

Each line ends with the natural charge from an NBO analysis.
Positions of all 63 atoms, in Å:
1 Bi 1.090 0.104 -0.290  1.32
2 N 1.193 2.393 -1.119  -0.87
3 C 2.324 3.093 -0.493  -0.24
4 C 3.643 2.314 -0.684  -0.24
5 N 3.612 0.990 -0.040  -0.66
6 C 3.988 0.960 1.404  -0.26
7 C 2.800 0.976 2.376  -0.25
8 N 1.737 -0.024 2.011  -0.85
9 H 1.364 2.395 -2.182  0.41
10 H 0.356 2.921 -1.008  0.41
11 H 2.101 3.122 0.578  0.19
12 H 2.433 4.120 -0.834  0.24
13 H 4.466 2.958 -0.226  0.22
14 H 3.790 2.139 -1.712  0.22
15 H 4.325 0.400 -0.429  0.40
16 H 4.654 1.798 1.721  0.23
17 H 4.624 0.060 1.581  0.23
18 H 2.344 1.951 2.440  0.21
19 H 3.196 0.824 3.389  0.24
20 H 0.956 0.165 2.602  0.41
21 H 2.034 -0.976 2.185  0.42
22 C -1.751 -1.375 1.860  -1.20
23 Si -1.642 -0.142 0.461  1.41
24 C -2.354 1.539 0.968  -0.57
25 C -2.485 2.459 -0.271  -0.60
26 C -3.645 1.514 1.804  -0.61
27 C -1.318 2.303 1.836  -0.59
28 C -2.581 -0.962 -1.094  -0.48
29 C -3.271 -2.233 -0.602  -0.63
30 C -3.692 -0.174 -1.862  -0.61
31 C -1.510 -1.349 -2.197  -0.63
32 H -2.819 -1.484 2.090  0.27
33 H -1.275 -0.942 2.732  0.22
34 H -1.223 -2.328 1.665  0.26
35 H -3.269 2.175 -1.011  0.24
36 H -1.593 2.445 -0.952  0.16
37 H -2.582 3.484 0.105  0.22
38 H -4.551 1.028 1.404  0.23
39 H -3.830 2.557 2.066  0.23
40 H -3.421 1.007 2.728  0.21
41 H -0.318 2.298 1.371  0.16
42 H -1.173 1.751 2.796  0.21
43 H -1.610 3.363 2.008  0.24
44 H -4.097 -1.970 0.041  0.22
45 H -2.592 -2.918 -0.023  0.21
46 H -3.754 -2.821 -1.428  0.23
47 H -4.427 0.320 -1.153  0.22
48 H -4.217 -0.873 -2.493  0.23
49 H -3.355 0.585 -2.517  0.21
50 H -0.710 -1.999 -1.800  0.22
51 H -1.072 -0.445 -2.644  0.19
52 H -2.060 -1.840 -3.004  0.24
53 C 1.879 -2.745 -2.841  -0.42
54 N 2.051 -3.674 -1.714  -0.60
55 C 1.637 -3.415 -0.418  0.81
56 N 2.028 -4.292 0.518  -0.80
57 O 0.877 -2.405 -0.147  -0.79
58 H 0.929 -2.253 -2.933  0.22
59 H 2.176 -3.239 -3.759  0.24
60 H 2.628 -1.906 -2.794  0.18
61 H 2.567 -4.519 -1.907  0.42
62 H 2.727 -5.015 0.352  0.42
63 H 1.665 -4.191 1.487  0.43

---

Entry 2:
Here is a molecular structure, C15H40Cr2F3KN5O22PS5 from OMol25. Energies are from ωB97M-V/def2-TZVPD.

Computed properties:
F_max, eV/A: 9.586
Expectation value of S²: 24.774
Charge: -3
Multiplicity: 10
Energy, Eh: -7845.45390
HOMO-LUMO gap (alpha / beta), eV: 3.07 / 3.06

Each line ends with the Löwdin charge.
Positions of all 94 atoms, in Å:
1 Cr -3.612 11.034 -18.485  0.81
2 Cr -1.454 8.441 -15.077  0.79
3 K -1.440 8.722 -20.638  0.87
4 S -3.001 11.431 -21.601  0.00
5 O -3.416 12.802 -21.713  -0.37
6 O -1.624 11.306 -21.797  -0.40
7 O -3.559 10.878 -20.464  -0.42
8 O -3.552 10.678 -22.733  -0.44
9 S -6.543 11.883 -18.739  0.21
10 O -5.697 10.705 -18.575  -0.37
11 O -5.782 12.884 -19.496  -0.10
12 O -7.635 11.506 -19.612  -0.26
13 O -6.794 12.369 -17.425  -0.22
14 S -0.353 10.226 -17.772  0.30
15 O 0.349 9.116 -18.466  -0.44
16 O 0.552 11.366 -17.638  -0.35
17 O -1.559 10.716 -18.525  -0.43
18 O -0.843 9.764 -16.464  -0.43
19 S -3.588 10.866 -15.043  0.31
20 O -2.854 9.679 -14.487  -0.47
21 O -4.912 10.879 -14.505  -0.35
22 O -2.918 12.156 -14.694  -0.39
23 O -3.606 10.785 -16.545  -0.43
24 C -4.871 6.519 -17.777  -0.58
25 F -4.628 5.156 -17.637  0.04
26 F -5.643 6.637 -18.859  0.14
27 F -5.437 7.035 -16.739  0.18
28 S -3.172 7.591 -18.033  0.63
29 O -2.281 6.810 -18.926  -0.40
30 O -3.670 8.913 -18.593  -0.36
31 O -2.622 7.730 -16.709  -0.36
32 O -2.028 6.812 -13.880  -0.30
33 P -2.708 5.800 -13.088  0.67
34 N -1.924 5.178 -11.650  -0.28
35 C -0.807 4.186 -11.664  -0.13
36 C -1.895 5.886 -10.359  -0.11
37 N -2.910 4.393 -14.084  -0.27
38 C -2.979 4.493 -15.556  -0.07
39 C -3.633 3.261 -13.553  -0.14
40 N -4.223 6.299 -12.481  -0.28
41 C -4.289 7.448 -11.570  -0.11
42 C -5.366 6.243 -13.387  -0.09
43 H -0.757 3.544 -12.543  0.07
44 H -0.905 3.522 -10.805  0.07
45 H 0.115 4.767 -11.670  0.07
46 H -1.257 6.764 -10.464  0.09
47 H -1.339 5.264 -9.658  0.07
48 H -2.937 6.059 -10.089  0.06
49 H -1.975 4.388 -15.967  0.07
50 H -3.390 3.721 -16.207  0.08
51 H -3.257 5.512 -15.826  0.06
52 H -3.476 3.135 -12.481  0.07
53 H -4.661 3.440 -13.866  0.06
54 H -3.434 2.286 -13.998  0.07
55 H -4.853 8.282 -11.990  0.10
56 H -4.942 7.099 -10.771  0.07
57 H -3.363 7.855 -11.163  0.08
58 H -6.236 6.462 -12.768  0.09
59 H -5.525 5.191 -13.621  0.05
60 H -5.500 6.775 -14.329  0.09
61 C -5.783 1.882 -17.935  -0.07
62 C -6.963 1.024 -18.343  -0.43
63 C -7.797 1.690 -19.510  -0.18
64 O -8.457 2.902 -19.131  -0.19
65 C -9.117 3.679 -20.059  -0.13
66 N -6.684 -0.330 -18.757  0.02
67 H -6.049 2.939 -17.913  0.07
68 H -4.950 2.069 -18.612  0.08
69 H -5.542 1.585 -16.914  0.08
70 H -7.562 1.028 -17.432  0.13
71 H -8.546 0.991 -19.882  0.10
72 H -7.137 1.823 -20.368  0.12
73 H -8.443 4.181 -20.754  0.10
74 H -9.784 4.413 -19.606  0.09
75 H -9.888 3.028 -20.470  0.08
76 H -5.767 -0.301 -19.180  0.06
77 H -7.242 -0.756 -19.483  0.06
78 C 0.674 5.422 -14.421  -0.09
79 C 1.159 6.106 -15.662  -0.33
80 C 1.435 5.176 -16.920  -0.20
81 O 0.175 4.753 -17.326  -0.20
82 C 0.195 4.324 -18.718  -0.07
83 N 0.215 7.200 -16.089  0.06
84 H 1.309 4.618 -14.049  0.07
85 H -0.203 4.785 -14.537  0.05
86 H 0.567 6.087 -13.564  0.07
87 H 2.128 6.541 -15.414  0.13
88 H 2.081 4.353 -16.615  0.11
89 H 1.898 5.722 -17.742  0.13
90 H 0.213 5.098 -19.485  0.09
91 H -0.756 3.834 -18.924  0.08
92 H 0.985 3.610 -18.953  0.08
93 H 0.676 7.918 -16.630  0.06
94 H -0.154 6.698 -16.884  0.06

---

Question: Which formula does entry 2 have?
Answer: C15H40Cr2F3KN5O22PS5